Molecular formula: C22H31AsMnN5O4S2
Method: DFT, ωB97M-V/def2-TZVPD

XYZ file:
```
66
Properties=species:S:1:pos:R:3
C -15.260 -3.671 -10.753
C -16.425 0.052 1.305
H -14.756 0.362 -6.361
H -19.249 -4.182 -10.837
H -21.376 -5.564 -1.232
H -21.526 -3.314 -4.319
O -15.488 0.438 -8.745
C -16.078 -0.778 -2.429
C -16.244 0.152 -7.853
H -20.012 -7.123 -7.399
H -22.083 -4.911 -6.183
H -18.575 -3.918 -0.650
H -20.628 -6.709 -2.354
H -18.953 -5.667 -9.930
C -18.436 -3.922 -8.805
C -21.182 -2.975 -3.358
C -21.089 -5.721 -2.267
Mn -17.643 -1.962 -6.807
H -14.969 -1.295 -0.715
C -21.370 -6.849 -5.721
H -22.393 -7.154 -5.487
H -21.682 -7.334 -7.808
H -17.572 -4.122 -2.060
H -17.206 -4.480 -11.171
H -14.493 -2.172 -7.859
H -21.965 -5.647 -2.930
H -18.717 1.352 -2.499
H -20.335 -4.566 -9.575
N -19.915 -4.297 -7.122
H -18.241 1.411 -0.111
H -15.914 0.957 1.652
C -17.628 0.816 -0.736
H -20.877 -8.593 -6.858
C -16.590 0.041 -0.197
O -17.435 -0.425 -8.047
C -16.592 -3.899 -10.470
S -18.802 -4.657 -4.739
C -20.159 -4.712 -5.945
As -19.912 -4.307 -2.973
H -18.387 -2.623 -1.900
H -20.657 -2.024 -3.472
C -19.297 -4.616 -9.838
H -22.018 -2.900 -2.712
H -17.381 0.107 1.835
N -21.369 -5.343 -5.551
C -17.098 -3.607 -9.161
N -18.772 -3.693 -7.481
H -15.875 -0.819 1.699
O -18.572 -1.225 -4.531
N -16.325 -2.934 -8.265
H -15.976 1.489 -6.232
C -15.813 -0.730 -1.072
C -15.073 -2.679 -8.602
C -15.822 0.409 -6.416
O -18.299 1.202 -4.937
C -17.108 -0.008 -2.917
C -14.494 -3.027 -9.799
S -17.634 -0.043 -4.600
N -16.421 -0.466 -5.454
C -18.499 -3.681 -1.693
C -17.909 0.747 -2.094
H -13.454 -2.727 -9.979
H -14.858 -3.903 -11.717
H -15.505 -1.378 -3.093
C -20.968 -7.505 -7.036
H -20.705 -7.263 -4.938
```

The calculation puts the HOMO energy (spin up / spin down) at -5.538 / -7.494 eV. The value obtained for the molar mass is 623.52 g mol⁻¹. Its spin multiplicity is 5. The expectation value of S² is 6.399. As for the relative energy (zero: lowest compared OMol25 entry of this formula, charge and spin): 3.747 eV. For the total energy, the calculation gives -5614.67404 a.u.